A molecular structure, C35H33Br2GeNNaS, computed with ωB97M-V with the def2-TZVPD basis set.

The energy above the lowest of the compared OMol25 structures with the same formula, charge and spin is 19.7 kcal/mol. For the HOMO-LUMO gap (spin up / spin down), the calculation gives 7.13 / 4.85 eV. Its spin multiplicity is 2. The value obtained for the molar mass is 755.1 g/mol. The LUMO energy (spin up / spin down) is 0.053 / -2.116 eV.

Structure (XYZ):
```
74
Properties=species:S:1:pos:R:3:forces:R:3:mulliken_spin:R:1
Na -1.032384 -2.830862 0.031985 0.059 -0.459 -0.114 0.1064
C 3.686616 2.907338 -1.369115 -0.054 0.008 0.154 -0.0001
C 3.523716 2.497438 0.101285 0.091 0.175 -0.089 0.0003
C 4.554716 3.272638 0.933585 -0.181 -0.124 -0.113 -0.0001
C 2.133716 2.913538 0.598685 0.236 -0.078 -0.098 0.0008
C 3.739816 0.989138 0.195685 0.067 0.010 0.133 0.0035
C 4.992216 0.469338 0.548285 0.088 0.055 -0.040 -0.0008
C 5.237916 -0.885862 0.611085 0.005 -0.097 0.045 0.0005
C 4.193116 -1.756562 0.369685 -0.296 -0.047 -0.139 0.0001
S 4.156316 -3.484762 0.460685 -0.247 0.269 -0.091 -0.0002
C 2.439816 -3.430062 0.013085 0.647 0.239 0.127 -0.0128
N 1.977716 -2.243662 -0.185915 -0.863 -0.082 -0.159 0.0007
C 2.922616 -1.273062 0.001485 0.988 0.174 0.216 0.0032
C 2.723416 0.100538 -0.111215 -0.021 -0.082 -0.008 -0.0080
C 1.689916 -4.664662 -0.065315 -0.426 -1.334 -0.001 0.0534
C 2.372616 -5.882662 0.053385 0.181 0.453 -0.023 0.0056
C 1.688116 -7.075962 0.035585 0.093 -0.313 -0.009 -0.0008
C 0.313416 -7.076062 -0.128815 -0.287 -0.008 -0.036 0.0007
C -0.362684 -5.869462 -0.261115 0.367 -0.580 -0.062 -0.0086
C 0.300216 -4.655462 -0.221815 -0.375 1.141 -0.037 -0.0176
H 3.581416 3.986738 -1.467415 -0.006 0.136 -0.066 0.0000
H 2.936116 2.428338 -1.994315 -0.086 -0.074 -0.084 0.0002
H 4.672916 2.618838 -1.729415 0.053 -0.011 -0.078 -0.0001
H 4.292716 4.328738 0.946285 -0.033 0.104 -0.012 0.0000
H 5.551216 3.191038 0.509585 0.160 -0.006 0.015 0.0000
H 4.571016 2.911938 1.960285 0.065 -0.003 0.112 -0.0001
H 2.014216 3.989738 0.481085 -0.020 0.094 0.003 -0.0003
H 2.025416 2.673838 1.654785 -0.079 -0.039 0.131 -0.0018
H 1.339016 2.433538 0.037285 -0.173 -0.095 -0.062 0.0012
H 5.808116 1.133838 0.773185 0.105 0.128 0.025 -0.0001
H 6.217816 -1.265962 0.854685 0.132 0.042 0.094 0.0000
H 1.754816 0.437738 -0.436615 -0.155 0.131 -0.021 0.0032
H 3.450016 -5.880962 0.154085 0.130 -0.181 0.031 0.0004
H 2.225116 -8.007462 0.141785 0.047 -0.076 -0.009 0.0001
H -0.234184 -8.007462 -0.155215 -0.006 -0.177 0.017 0.0004
H -1.435684 -5.891862 -0.414715 -0.145 -0.110 0.053 0.0000
Br -3.987884 -1.815562 2.534085 -0.041 0.017 -0.059 0.0135
C -4.965484 -1.717762 0.875085 -0.107 0.027 0.060 -0.0048
Br -4.299584 -2.970362 -0.440115 0.006 0.075 0.008 0.0096
H -4.848684 -0.716862 0.460285 -0.082 -0.320 0.201 -0.0198
H -6.005884 -1.964762 1.078185 0.227 0.010 -0.052 -0.0009
C 0.175516 -0.199662 1.880685 -0.480 -0.710 -0.031 0.0782
Ge -1.311384 -0.195562 0.534785 0.933 2.836 0.287 0.6264
C -0.665484 0.408538 -1.271115 -0.508 -0.659 0.315 0.1065
C -0.882284 1.712538 -1.694815 -0.158 0.254 0.289 0.0335
C -0.616384 2.091038 -2.998515 0.041 0.192 -0.058 0.0033
C -0.155684 1.160438 -3.912715 0.070 0.023 -0.071 0.0119
C 0.060216 -0.144562 -3.507815 0.075 -0.125 -0.166 -0.0022
C -0.192884 -0.509662 -2.198615 0.014 -0.456 0.077 0.0120
C -2.406984 1.368938 1.141585 0.132 -0.675 0.169 0.0774
C -2.019484 2.089838 2.243785 0.298 -0.331 -0.250 0.0171
C -2.849984 3.057738 2.823385 -0.405 0.338 0.124 -0.0033
C -4.109284 3.266938 2.337585 0.128 0.019 0.076 0.0191
C -4.546584 2.580738 1.185585 0.179 -0.243 -0.178 -0.0108
C -5.824484 2.788938 0.626685 -0.168 0.026 -0.162 0.0018
C -6.200184 2.166138 -0.531315 -0.088 0.137 0.170 -0.0026
C -5.311684 1.296138 -1.181115 0.280 -0.199 -0.033 0.0170
C -4.083484 1.036238 -0.636015 -0.112 0.086 -0.365 0.0553
C -3.668184 1.655638 0.561785 -0.206 0.112 0.033 -0.0987
H 0.752316 0.717938 1.864685 -0.067 0.236 -0.281 0.0166
H 0.847416 -1.027062 1.691485 0.139 -0.121 -0.030 -0.0224
H -0.246784 -0.325162 2.873285 -0.139 -0.035 0.133 0.0061
H -1.282784 2.438938 -1.000415 -0.022 0.108 0.028 -0.0003
H -0.786484 3.113138 -3.307215 -0.015 0.064 0.005 0.0008
H 0.028316 1.450938 -4.936515 0.022 0.019 -0.083 0.0006
H 0.403816 -0.885362 -4.216515 0.063 -0.029 -0.008 -0.0002
H -0.017484 -1.536862 -1.894815 0.139 -0.005 -0.129 -0.0223
H -1.050084 1.915238 2.683485 0.093 -0.050 0.130 -0.0020
H -2.502584 3.624738 3.675085 0.039 -0.016 0.088 -0.0003
H -4.785584 3.962438 2.814385 -0.005 0.103 0.045 0.0004
H -6.499584 3.466138 1.128085 -0.101 0.109 0.035 0.0000
H -7.173984 2.343138 -0.961815 -0.109 0.060 0.012 -0.0003
H -5.601184 0.821238 -2.106715 -0.028 -0.033 -0.095 0.0006
H -3.390084 0.374038 -1.144415 -0.096 -0.027 -0.041 -0.0461
```
Positions in Å, forces in eV/Å.

=====

A molecular structure, C35H33Cl2FeN5O2S3Se, computed with ωB97M-V with the def2-TZVPD basis set.

For the HOMO-LUMO gap (spin up / spin down), the calculation gives 4.43 / 4.40 eV. Its spin multiplicity is 5. The value obtained for the molar mass is 857.6 g/mol. The LUMO energy (spin up / spin down) is -2.074 / -2.107 eV.

Structure (XYZ):
```
82
Properties=species:S:1:pos:R:3:forces:R:3:mulliken_spin:R:1
Fe 10.948694 16.069124 17.032164 1.679 0.678 0.275 3.7948
S 10.765642 16.420034 19.488081 0.713 -0.504 0.591 0.0715
C 9.629916 17.511737 18.864485 -1.654 -0.116 -0.117 0.0028
C 8.862034 18.446424 19.668725 1.036 -1.255 -1.202 -0.0017
C 7.979355 19.249648 19.003010 0.380 0.323 -0.158 0.0062
C 7.686489 18.997179 17.643211 -0.248 -0.975 -0.280 0.0038
C 8.280031 17.921514 16.971682 1.406 1.367 2.101 0.0124
N 9.357952 17.273688 17.534331 -1.943 1.134 0.469 0.0089
H 8.987854 18.412873 20.751562 0.215 0.379 -0.411 -0.0019
H 7.597141 20.117139 19.547655 -0.476 -0.390 -0.341 -0.0004
H 6.899155 19.542715 17.138217 0.121 0.085 0.023 0.0007
H 7.987410 17.667996 15.980164 0.034 -0.227 -0.604 -0.0010
Cl 17.630435 19.088323 19.548996 0.829 0.453 0.530 0.0009
C 16.123352 18.544167 18.969197 -2.140 0.327 -0.177 0.0100
C 16.109569 17.421508 18.158156 -1.600 1.283 0.318 -0.0068
C 14.911407 16.965099 17.570191 1.007 1.793 1.306 0.0118
Cl 15.140362 15.707706 16.468095 -0.531 -1.191 -0.962 0.0005
C 13.677280 17.646151 17.752916 0.662 0.471 0.589 -0.0063
O 12.619855 17.287877 17.118445 -0.687 -0.274 -0.184 0.0565
C 13.742319 18.788816 18.705555 -0.262 -0.771 -1.620 0.0044
C 12.533396 19.579046 18.998709 -1.404 0.259 -0.066 -0.0016
O 11.724734 20.047876 18.204435 1.301 -0.822 1.362 -0.0006
C 14.910892 19.259492 19.273367 1.721 -1.528 0.426 -0.0046
H 17.054413 17.006785 17.934265 0.659 -0.773 -0.322 -0.0005
H 12.411453 19.690457 20.116223 -0.196 0.389 -0.592 0.0008
H 14.954860 20.036430 20.071048 -0.276 -0.454 -0.979 -0.0002
S 11.720760 13.693415 16.595094 -0.509 -0.414 -0.583 -0.0102
C 11.470343 13.309021 14.954559 1.348 -1.579 3.411 0.0114
N 11.823014 12.087887 14.509515 -0.532 -0.171 -1.392 0.0163
C 11.935656 11.986092 13.000030 -0.401 1.236 0.374 -0.0021
C 10.617022 12.537220 12.428574 1.237 1.776 0.797 0.0012
N 10.646787 14.024101 12.809802 -0.574 -2.049 0.324 0.0221
C 9.970019 14.895105 11.836183 -0.979 0.058 0.639 -0.0007
C 10.622051 14.868057 10.518538 1.266 0.736 -0.834 -0.0001
C 9.979755 14.567611 9.353512 -1.129 -0.020 -1.782 -0.0001
C 10.591547 14.605828 8.078504 -0.031 -0.779 0.512 0.0001
C 11.953932 14.910609 7.975106 -1.455 0.187 0.938 -0.0001
C 12.581455 15.334835 9.153416 1.296 0.061 -0.105 0.0003
C 11.928296 15.311978 10.365181 0.915 0.024 1.066 0.0011
C 10.959830 14.325017 14.089421 -0.695 3.814 -2.586 0.0088
S 10.880460 15.977099 14.559456 -0.175 -1.077 -0.405 -0.0094
C 11.690724 10.845474 15.357878 1.242 0.483 -0.645 0.0002
C 10.456498 10.052863 15.047350 0.493 -0.518 -0.208 0.0009
C 10.499672 8.829196 14.391384 1.182 -1.380 -0.629 0.0001
C 9.370157 8.010335 14.296308 -0.080 0.312 0.979 -0.0002
C 8.176809 8.404946 14.923562 -0.298 0.168 -1.246 0.0001
C 8.124132 9.687360 15.527723 -1.645 -0.678 -0.048 -0.0002
C 9.252631 10.478905 15.565076 -0.631 0.944 0.345 0.0010
H 12.093332 10.994590 12.625946 0.155 -0.742 0.420 -0.0001
H 12.811513 12.634372 12.659406 -1.164 -0.835 0.458 0.0009
H 9.734618 12.066452 12.852931 -0.035 -0.134 0.186 0.0010
H 10.551943 12.495525 11.353186 0.219 -0.067 -0.337 -0.0005
H 9.914498 15.929876 12.207774 0.010 -0.567 0.101 -0.0015
H 8.948547 14.504438 11.660979 0.208 0.213 0.556 0.0001
H 8.907635 14.387201 9.317249 0.053 -0.292 0.402 0.0000
H 9.955049 14.249892 7.237118 0.842 0.559 0.501 0.0000
H 12.417382 14.847199 7.021959 0.600 0.135 -0.511 0.0000
H 13.643991 15.667773 9.223189 -0.953 -0.346 -0.598 0.0000
H 12.506309 15.617849 11.254265 -0.403 -0.098 -0.411 0.0005
H 11.722907 11.150550 16.408520 -0.128 0.101 -0.371 -0.0002
H 12.590800 10.232865 15.195402 -0.257 0.213 -0.089 -0.0006
H 11.449238 8.361182 13.959696 -1.148 1.140 0.739 0.0001
H 9.498520 7.015952 13.867833 -0.319 0.346 -0.110 0.0000
H 7.274819 7.769690 14.700521 0.899 0.826 0.888 0.0000
H 7.151951 10.069066 15.963712 1.316 -0.542 -0.581 0.0000
H 9.200320 11.497247 15.978439 -0.026 -0.569 0.105 -0.0002
C 9.664084 22.880342 16.908680 -0.078 -0.591 -1.069 0.0000
N 11.035315 22.443250 16.659468 -0.317 -0.022 0.137 0.0000
C 12.150186 23.142362 17.124171 -0.281 -0.546 -0.339 -0.0001
C 13.233810 22.545988 16.556371 0.509 0.838 0.170 -0.0001
N 12.769078 21.515861 15.748894 -0.479 0.052 0.183 -0.0003
C 13.504001 20.661074 14.805174 -0.968 0.538 0.149 0.0001
C 11.396361 21.397754 15.866498 1.407 1.283 0.070 0.0007
Se 10.395701 20.139268 15.037658 -0.620 -0.165 -0.371 -0.0008
H 9.431340 23.755776 16.267085 0.089 -0.472 0.380 0.0000
H 9.584469 23.140969 17.944343 -0.221 0.158 0.575 0.0000
H 8.968099 22.048553 16.651667 0.606 0.586 0.241 0.0000
H 12.012584 23.959040 17.839357 0.339 -0.454 -0.492 0.0000
H 14.295076 22.870291 16.670632 -1.132 -0.737 -0.310 0.0000
H 14.567315 20.805104 14.986738 -0.019 -0.495 0.150 0.0000
H 13.276381 21.021902 13.769231 0.088 -0.543 0.774 0.0000
H 13.050570 19.658398 14.992406 1.014 0.437 -0.494 -0.0001
```
Positions in Å, forces in eV/Å.

=====

> The highest spin multiplicity belongs to which entry?

C35H33Cl2FeN5O2S3Se

=====

> The lowest molar mass belongs to which entry?

C35H33Br2GeNNaS

=====

> Which value of spin multiplicity does entry 1 give?

2